{
  "formula": "C3H6O2S",
  "method": "ωB97M-V/def2-TZVPD",
  "smiles": "O=CCCSO",
  "e_homo_ev": -8.836,
  "gap_ha": 0.340,
  "e_lumo_ev": 0.41,
  "elements": ["C", "C", "C", "O", "O", "S", "H", "H", "H", "H", "H", "H"],
  "coordinates": [[0.537, 0.223, -0.292], [-0.445, -0.769, 0.388], [2.130, 0.242, -0.085], [-2.529, 0.754, 0.435], [2.645, -0.556, 0.604], [-2.264, -0.762, -0.110], [0.378, -0.196, -1.291], [0.125, 1.245, -0.265], [-0.016, -1.787, 0.032], [-0.375, -0.832, 1.405], [2.689, 1.081, -0.486], [-2.876, 1.357, -0.335]]
}

{
  "formula": "C3H6O2S",
  "method": "ωB97M-V/def2-TZVPD",
  "smiles": "O=C(O)CCS",
  "e_homo_ev": -9.385,
  "gap_ha": 0.362,
  "e_lumo_ev": 0.48,
  "elements": ["O", "C", "O", "C", "C", "S", "H", "H", "H", "H", "H", "H"],
  "coordinates": [[-0.073, 1.744, -1.565], [-0.263, 0.577, -1.487], [-0.729, -0.127, -2.623], [0.167, -0.373, -0.396], [-0.391, -0.045, 0.970], [0.589, -0.794, 2.319], [0.051, -0.364, -3.138], [1.233, -0.150, -0.364], [0.127, -1.408, -0.684], [-0.413, 1.016, 1.192], [-1.419, -0.411, 1.031], [-0.045, -0.085, 3.257]]
}

{
  "formula": "C3H6O2S",
  "method": "ωB97M-V/def2-TZVPD",
  "smiles": "O=C(CO)CS",
  "e_homo_ev": -9.284,
  "gap_ha": 0.345,
  "e_lumo_ev": 0.10,
  "elements": ["C", "C", "C", "H", "H", "H", "H", "H", "H", "O", "O", "S"],
  "coordinates": [[-1.105, 0.082, -0.480], [-0.016, -0.612, 0.365], [1.151, 0.305, 0.493], [-1.395, -2.063, -1.619], [-2.226, -0.202, -0.262], [-1.046, 1.165, -0.326], [1.840, 0.307, -0.314], [1.843, 0.019, 1.391], [0.818, 1.886, 1.595], [0.120, -1.860, 0.650], [0.967, 1.704, 0.622], [-0.952, -0.733, -2.114]]
}

{
  "formula": "C3H6O2S2",
  "method": "ωB97M-V/def2-TZVPD",
  "smiles": "O=C(O)CCSS",
  "e_homo_ev": -9.042,
  "gap_ha": 0.337,
  "e_lumo_ev": 0.14,
  "elements": ["C", "C", "O", "O", "C", "S", "S", "H", "H", "H", "H", "H", "H"],
  "coordinates": [[0.617, 0.571, 0.364], [1.861, -0.250, -0.056], [2.880, 0.241, 0.680], [2.170, -0.989, -0.977], [-0.531, -0.072, -0.381], [-2.147, 0.920, -0.133], [-3.500, -0.617, 0.387], [0.197, 0.840, 1.336], [0.596, 1.668, -0.031], [3.438, -0.494, 1.062], [-0.720, -1.154, -0.212], [-0.426, 0.155, -1.423], [-4.435, -0.819, -0.615]]
}

{
  "formula": "C3H6O3",
  "method": "ωB97M-V/def2-TZVPD",
  "smiles": "O=C[C@H](O)CO",
  "e_homo_ev": -9.956,
  "gap_ha": 0.389,
  "e_lumo_ev": 0.63,
  "elements": ["O", "C", "C", "O", "C", "O", "H", "H", "H", "H", "H", "H"],
  "coordinates": [[0.828, 0.979, 1.195], [0.204, 1.071, -0.070], [-0.091, -0.336, -0.602], [1.053, -1.137, -0.523], [-1.274, -0.953, 0.126], [-1.232, -2.007, 0.706], [1.781, 1.033, 1.062], [0.838, 1.595, -0.794], [-0.723, 1.645, 0.053], [-0.379, -0.264, -1.660], [1.201, -1.279, 0.422], [-2.207, -0.346, 0.086]]
}

{
  "formula": "C3H6O3",
  "method": "ωB97M-V/def2-TZVPD",
  "smiles": "C[C@]1(O)O[C@H]1O",
  "e_homo_ev": -9.567,
  "gap_ha": 0.381,
  "e_lumo_ev": 0.81,
  "elements": ["C", "C", "C", "O", "O", "O", "H", "H", "H", "H", "H", "H"],
  "coordinates": [[-1.100, -0.299, -0.718], [-0.010, 0.068, 0.221], [1.790, -0.046, -0.196], [-0.740, -1.130, 0.323], [-2.265, 0.295, -0.650], [-0.226, 0.918, 1.303], [-0.906, -0.651, -1.658], [2.123, -0.419, 0.780], [2.012, 0.951, -0.520], [1.841, -0.806, -0.993], [-2.206, 0.817, 0.089], [-0.313, 0.303, 2.019]]
}

{
  "formula": "C3H6O3",
  "method": "ωB97M-V/def2-TZVPD",
  "smiles": "CC=O.O=CO",
  "e_homo_ev": -10.327,
  "gap_ha": 0.394,
  "e_lumo_ev": 0.41,
  "elements": ["O", "C", "C", "H", "H", "H", "H", "O", "C", "O", "H", "H"],
  "coordinates": [[1.111, -0.457, -0.196], [0.496, -1.287, 0.445], [0.448, -1.246, 1.921], [0.195, -2.223, -0.126], [-0.144, -0.374, 2.282], [1.429, -0.997, 2.352], [-0.104, -2.115, 2.326], [-1.090, 1.299, -2.947], [-0.848, 2.044, -2.024], [-0.172, 1.640, -0.960], [-1.252, 3.074, -2.047], [-0.070, 0.641, -1.026]]
}

{
  "formula": "C3H6O3",
  "method": "ωB97M-V/def2-TZVPD",
  "smiles": "COC(=O)CO",
  "e_homo_ev": -10.243,
  "gap_ha": 0.405,
  "e_lumo_ev": 0.79,
  "elements": ["C", "C", "C", "H", "H", "H", "H", "H", "H", "O", "O", "O"],
  "coordinates": [[-1.790, -0.490, -0.016], [0.170, 0.472, 0.021], [1.636, 0.434, 0.292], [-2.154, 0.006, 0.772], [-2.481, -1.495, -0.367], [-2.237, 0.206, -0.831], [1.992, 0.673, 1.346], [1.950, 1.410, -0.245], [1.713, -1.345, -0.347], [-0.409, -0.719, 0.120], [-0.621, 1.401, -0.324], [2.230, -0.555, -0.421]]
}

{
  "formula": "C3H6O3",
  "method": "ωB97M-V/def2-TZVPD",
  "smiles": "O=C=O.CCO",
  "e_homo_ev": -10.462,
  "gap_ha": 0.408,
  "e_lumo_ev": 0.63,
  "elements": ["O", "C", "C", "O", "C", "O", "H", "H", "H", "H", "H", "H"],
  "coordinates": [[-0.813, 1.103, 0.251], [-0.877, -0.318, 0.294], [0.261, -0.933, 1.086], [0.242, 0.236, -2.509], [0.792, 1.120, -1.988], [1.385, 1.991, -1.486], [0.087, 1.382, 0.457], [-0.881, -0.717, -0.728], [-1.836, -0.583, 0.749], [0.110, -2.013, 1.179], [0.295, -0.500, 2.091], [1.236, -0.769, 0.604]]
}

{
  "formula": "C3H6O3",
  "method": "ωB97M-V/def2-TZVPD",
  "smiles": "O=C[C@H](O)CO",
  "e_homo_ev": -10.534,
  "gap_ha": 0.406,
  "e_lumo_ev": 0.51,
  "elements": ["O", "C", "C", "O", "C", "O", "H", "H", "H", "H", "H", "H"],
  "coordinates": [[1.251, 1.067, -0.776], [-0.132, 0.802, -0.894], [-0.580, -0.416, -0.089], [0.018, -1.592, -0.560], [-0.203, -0.182, 1.364], [0.804, -0.678, 1.833], [1.644, 0.469, -0.131], [-0.374, 0.598, -1.942], [-0.702, 1.686, -0.576], [-1.673, -0.507, -0.161], [0.770, -1.776, 0.024], [-0.833, 0.508, 1.957]]
}

{
  "formula": "C3H6O3",
  "method": "ωB97M-V/def2-TZVPD",
  "smiles": "O=C(CO)CO",
  "e_homo_ev": -10.735,
  "gap_ha": 0.419,
  "e_lumo_ev": 0.67,
  "elements": ["O", "C", "C", "O", "C", "O", "H", "H", "H", "H", "H", "H"],
  "coordinates": [[2.417, -0.022, -0.076], [1.213, -0.519, 0.408], [0.039, 0.338, 0.015], [0.171, 1.431, -0.498], [-1.302, -0.273, 0.322], [-2.333, 0.663, 0.360], [2.194, 0.818, -0.508], [1.214, -0.605, 1.512], [1.007, -1.516, -0.002], [-1.193, -0.778, 1.291], [-1.491, -1.051, -0.441], [-1.927, 1.529, 0.210]]
}

{
  "formula": "C3H6O3",
  "method": "ωB97M-V/def2-TZVPD",
  "smiles": "CC=O.O=CO",
  "e_homo_ev": -9.957,
  "gap_ha": 0.384,
  "e_lumo_ev": 0.48,
  "elements": ["O", "C", "C", "H", "H", "H", "H", "O", "C", "O", "H", "H"],
  "coordinates": [[-1.517, 6.101, 1.992], [-0.622, 5.255, 1.762], [-0.928, 4.352, 0.547], [-0.042, 4.761, 2.568], [-0.023, 3.729, 0.350], [-1.144, 4.811, -0.424], [-1.792, 3.715, 0.828], [0.279, -4.992, -0.511], [0.914, -5.540, -1.355], [1.793, -4.949, -2.181], [0.700, -6.666, -1.508], [1.680, -4.030, -1.946]]
}

{
  "formula": "C3H6O3",
  "method": "ωB97M-V/def2-TZVPD",
  "smiles": "COC(=O)CO",
  "e_homo_ev": -10.324,
  "gap_ha": 0.412,
  "e_lumo_ev": 0.88,
  "elements": ["C", "O", "C", "O", "C", "O", "H", "H", "H", "H", "H", "H"],
  "coordinates": [[2.164, -0.428, 0.011], [0.885, -0.911, 0.593], [-0.129, -0.072, 0.181], [0.194, 0.949, -0.376], [-1.777, -0.112, 0.266], [-2.310, 0.588, -0.831], [2.064, -0.415, -1.076], [2.391, 0.598, 0.311], [3.018, -1.066, 0.277], [-2.289, -1.080, 0.207], [-2.072, 0.407, 1.195], [-2.139, 1.540, -0.758]]
}

{
  "formula": "C3H6O3",
  "method": "ωB97M-V/def2-TZVPD",
  "smiles": "C=C(CO)OO",
  "e_homo_ev": -8.928,
  "gap_ha": 0.354,
  "e_lumo_ev": 0.70,
  "elements": ["O", "C", "C", "O", "C", "O", "H", "H", "H", "H", "H", "H"],
  "coordinates": [[-2.141, 0.231, 0.796], [0.035, 1.430, 0.538], [0.021, 0.172, 0.120], [-1.118, -0.595, 0.171], [1.233, -0.529, -0.484], [0.935, -1.555, -1.403], [-2.890, -0.374, 0.718], [0.974, 1.956, 0.641], [-0.898, 1.938, 0.722], [1.913, -0.876, 0.311], [1.773, 0.238, -1.053], [0.165, -2.035, -1.078]]
}

{
  "formula": "C3H6O3",
  "method": "ωB97M-V/def2-TZVPD",
  "e_homo_ev": [-13.794, -13.793],
  "multiplicity": 2,
  "total_charge": 1,
  "gap_ha": [0.249, 0.123],
  "e_lumo_ev": [-7.03, -10.45],
  "elements": ["O", "C", "C", "H", "H", "H", "H", "O", "C", "O", "H", "H"],
  "coordinates": [[2.082, -0.160, 0.176], [1.863, -0.422, -1.023], [0.916, -1.504, -1.683], [2.305, 0.185, -1.877], [0.084, -1.982, -1.005], [1.581, -2.240, -1.999], [0.303, -1.303, -2.532], [-2.343, 0.867, 0.930], [-1.944, 1.098, 2.111], [-1.836, 2.390, 2.540], [-1.429, 0.345, 2.718], [-1.581, 2.726, 1.644]]
}

{
  "formula": "C3H6O3P",
  "method": "ωB97M-V/def2-TZVPD",
  "e_homo_ev": -4.068,
  "total_charge": -1,
  "gap_ha": 0.284,
  "e_lumo_ev": 3.65,
  "elements": ["C", "C", "C", "O", "O", "O", "P", "H", "H", "H", "H", "H", "H"],
  "coordinates": [[-1.033, -1.630, 0.971], [-0.322, 0.498, -0.235], [-1.298, -0.707, -0.232], [2.627, 0.478, -0.375], [-1.936, -2.137, 1.660], [2.287, 3.018, -0.556], [3.233, 1.860, -0.457], [-0.054, -1.836, 1.213], [-0.402, 1.131, 0.759], [0.721, 0.080, -0.160], [-0.281, 1.031, -1.198], [-1.110, -1.314, -1.147], [-2.433, -0.472, -0.245]]
}

{
  "formula": "C3H6O3S",
  "method": "ωB97M-V/def2-TZVPD",
  "smiles": "C=[S@](C)(=O)OC=O",
  "e_homo_ev": -9.043,
  "gap_ha": 0.345,
  "e_lumo_ev": 0.33,
  "elements": ["C", "C", "C", "O", "O", "O", "S", "H", "H", "H", "H", "H", "H"],
  "coordinates": [[2.096, -0.105, -0.192], [-1.296, -0.825, 1.170], [-0.274, 0.805, -1.516], [3.141, -0.586, 0.085], [1.009, -0.297, 0.534], [-0.613, 1.612, 0.868], [-0.438, 0.453, 0.080], [1.743, 0.513, -1.193], [-1.418, -1.901, 0.794], [-0.789, -0.824, 2.159], [-2.286, -0.618, 1.330], [-0.294, 0.010, -2.247], [-0.583, 1.763, -1.872]]
}

{
  "formula": "C3H6O3Sn",
  "method": "ωB97M-V/def2-TZVPD",
  "e_homo_ev": -20.320,
  "total_charge": 2,
  "gap_ha": 0.300,
  "e_lumo_ev": -12.17,
  "elements": ["H", "O", "C", "O", "Sn", "O", "C", "H", "H", "C", "H", "H", "H"],
  "coordinates": [[1.259, -1.453, 0.932], [-1.260, 0.006, -1.342], [-0.963, -0.265, -0.205], [-0.077, 0.636, 0.328], [1.833, 0.443, -0.772], [-0.663, -1.491, 0.145], [0.675, -1.975, 0.159], [1.143, -1.923, -0.842], [0.644, -3.037, 0.419], [-0.564, 2.013, 0.307], [0.357, 2.592, 0.424], [-1.027, 2.390, -0.608], [-1.358, 2.065, 1.055]]
}

{
  "formula": "C3H6O4",
  "method": "ωB97M-V/def2-TZVPD",
  "smiles": "COC(=O)C=O.O",
  "e_homo_ev": -10.020,
  "gap_ha": 0.383,
  "e_lumo_ev": 0.39,
  "elements": ["C", "C", "C", "O", "O", "O", "O", "H", "H", "H", "H", "H", "H"],
  "coordinates": [[-1.325, 0.869, -0.334], [1.952, -0.832, -0.572], [-0.298, -0.201, -0.706], [0.907, 0.074, -0.221], [-1.278, 0.262, 1.754], [-1.036, 2.026, -0.072], [-0.582, -1.181, -1.345], [-0.572, 0.984, 1.744], [-2.055, 0.639, 2.183], [-2.356, 0.504, -0.467], [1.674, -1.846, -0.283], [2.834, -0.494, -0.034], [2.136, -0.803, -1.647]]
}

{
  "formula": "C3H6O4S",
  "method": "ωB97M-V/def2-TZVPD",
  "smiles": "O=C(O)S[C@H](O)CO",
  "e_homo_ev": -10.193,
  "gap_ha": 0.386,
  "e_lumo_ev": 0.31,
  "elements": ["C", "C", "C", "O", "O", "O", "O", "S", "H", "H", "H", "H", "H", "H"],
  "coordinates": [[0.947, 1.048, 1.045], [-1.046, -1.060, -0.277], [0.302, -0.744, -0.873], [1.839, 1.686, 1.829], [-0.030, 1.601, 0.672], [-1.991, -0.038, -0.305], [0.104, 0.280, -1.773], [1.668, -0.457, 0.460], [-1.447, -1.891, -0.874], [-1.077, -1.323, 0.744], [0.603, -1.623, -1.435], [2.314, 1.112, 2.381], [-1.452, 0.784, 0.035], [-0.734, 0.624, -1.630]]
}

For the records above, the corresponding ΔE to the lowest compared entry with this formula, charge and spin values read 2.619; 0.865; 2.505; 1.783; 1.489; 3.117; 1.338; 2.971; 0.100; 1.497; 1.222; 1.867; 1.871; 4.643; 1.844; 1.034; 3.103; 2.620; 1.478; 0.779 eV.
For the records above, the corresponding total energy values read -18136.329; -18138.083; -18136.442; -28972.511; -9349.827; -9348.199; -9349.979; -9348.346; -9351.217; -9349.819; -9350.095; -9349.450; -9349.446; -9346.673; -9338.674; -18641.777; -20181.823; -15159.211; -11397.215; -22232.573 eV.